(1)
Below is a 2-piece molecular cluster, C4H13NO overall at a distorted geometry, with properties calculated with the ωB97M-V functional and the def2-TZVPD basis.

CARTESIAN COORDINATES (ANGSTROEM)
O  1.19  -1.27  -3.24
N  1.78  1.45  -0.79
C  3.56  3.00  -1.48
C  2.93  2.31  -0.25
C  1.20  0.79  0.37
C  0.00  0.00  0.00
H  1.01  1.61  1.09
H  2.88  3.64  -2.06
H  2.01  0.15  0.79
H  1.39  -1.88  -3.98
H  4.40  3.62  -1.12
H  0.22  -1.39  -3.08
H  2.38  2.97  0.45
H  0.20  -0.76  -0.77
H  2.06  0.68  -1.41
H  -0.75  0.71  -0.39
H  3.96  2.21  -2.14
H  -0.43  -0.50  0.89
H  3.66  1.73  0.34

Values from the calculation:
* orbital gap: 9.4 eV
* HOMO energy: -8.62 eV
* molecular weight: 91.154 g/mol
* lowest unoccupied orbital energy: 0.78 eV
* energy above the lowest of the compared OMol25 structures with the same formula, charge and spin: 74.0 kJ/mol
* charge: 0

Atomic partial charges in e from the natural (NBO) method, atoms 1 to 2:
1. O -0.95
2. N -0.63

(2)
Below is C14H41N3O5 as an isolated structure at a distorted geometry, with properties calculated with the ωB97M-V functional and the def2-TZVPD basis.

CARTESIAN COORDINATES (ANGSTROEM)
O  7.16  1.40  15.30
O  9.19  -5.29  16.29
O  5.88  -1.52  20.18
O  6.80  -2.07  14.54
O  9.69  -0.37  16.32
N  9.46  -4.78  14.45
N  9.69  -3.13  18.61
N  8.43  -2.84  20.37
C  8.94  -0.92  19.05
C  5.66  -1.13  18.82
C  9.74  -2.42  13.75
C  8.50  -0.20  15.58
C  9.98  -1.65  16.76
C  5.96  -2.89  20.46
C  7.35  -5.02  20.09
C  7.36  -3.34  14.11
C  8.84  -3.44  14.56
C  6.35  0.30  14.98
C  7.25  -3.51  19.82
C  8.30  -4.55  17.08
C  9.04  -1.98  17.96
C  5.35  -1.99  14.40
H  5.06  -0.95  14.50
H  8.68  0.10  18.76
H  5.98  -2.98  21.55
H  8.04  -3.61  16.60
H  6.80  2.12  14.78
H  10.47  -4.71  14.49
H  8.66  -4.27  18.07
H  5.30  0.57  14.83
H  5.63  -1.86  18.01
H  9.55  -6.14  16.55
H  9.22  -5.28  15.30
H  7.66  -0.32  16.27
H  10.47  -2.68  19.08
H  9.76  -1.44  14.21
H  8.24  -1.85  20.37
H  6.75  -4.23  14.28
H  4.77  -2.51  15.17
H  8.56  -3.06  21.34
H  8.82  -3.16  15.61
H  6.61  -0.18  14.04
H  10.79  -2.71  13.67
H  9.73  -0.60  19.74
H  8.53  0.87  15.37
H  9.17  -3.38  19.44
H  7.34  -5.05  17.16
H  7.26  -3.27  13.03
H  8.45  -0.76  14.65
H  9.46  -2.33  12.70
H  6.37  -0.35  18.54
H  5.04  -2.25  13.39
H  5.01  -3.30  20.13
H  7.52  -5.35  21.12
H  8.10  -1.27  19.63
H  7.10  -3.44  18.74
H  8.19  -5.36  19.49
H  8.07  -2.31  17.59
H  10.03  -2.38  15.95
H  6.53  -5.57  19.64
H  6.33  -0.38  15.83
H  10.96  -1.42  17.18
H  4.71  -0.60  18.89

Values from the calculation:
* orbital gap: 7.2 eV
* HOMO energy: -6.62 eV
* molecular weight: 331.498 g/mol
* lowest unoccupied orbital energy: 0.54 eV
* energy above the lowest of the compared OMol25 structures with the same formula, charge and spin: 1686.6 kJ/mol
* charge: 0

Atomic partial charges in e from the natural (NBO) method, atoms 1 to 2:
1. O -0.73
2. O -0.65

(3)
Below is C48H46F11N8NdS4 as an isolated structure at a distorted geometry, with properties calculated with the ωB97M-V functional and the def2-TZVPD basis.

CARTESIAN COORDINATES (ANGSTROEM)
Nd  2.41  -0.69  0.04
S  -0.02  0.96  0.17
S  -1.26  -0.51  1.29
S  3.16  1.44  1.71
S  -2.56  -1.61  -1.41
F  0.70  -0.07  5.03
F  1.36  -0.75  2.56
F  4.17  -2.74  6.71
F  4.94  -3.35  4.30
F  1.16  -2.49  0.16
F  5.32  5.83  -1.04
F  2.08  -1.04  7.18
F  7.24  1.57  -1.28
F  2.82  4.73  -1.01
F  2.52  2.06  -1.17
F  7.48  4.18  -1.23
N  4.19  -2.53  -0.87
N  0.60  -1.83  -4.51
N  -3.75  0.35  1.96
N  3.53  -2.14  1.92
N  4.52  0.32  -1.18
N  1.68  -0.84  -2.63
N  0.52  -2.82  -2.41
N  -4.88  -0.87  -0.29
C  -5.71  -0.25  0.74
C  -5.85  0.27  -2.21
C  -0.25  4.47  2.13
C  0.92  -0.71  -5.38
C  5.60  -0.59  -1.56
C  -3.96  1.28  4.17
C  4.30  -3.32  1.50
C  3.76  2.57  -1.12
C  3.24  -2.02  3.21
C  -5.23  2.49  5.82
C  5.05  -2.98  0.22
C  -3.49  -0.89  -0.16
C  2.12  0.27  -3.48
C  -4.86  1.27  -2.26
C  -0.49  -3.78  -2.79
C  0.47  2.32  1.23
C  1.02  4.67  2.64
C  1.75  -0.86  4.84
C  -5.16  2.52  -2.77
C  3.85  -2.53  4.38
C  -7.44  1.82  -3.19
C  2.44  -1.37  5.92
C  -5.17  0.08  5.87
C  -5.62  1.29  6.39
C  5.15  4.49  -1.08
C  5.00  -1.94  -1.92
C  0.97  -1.80  -3.17
C  -2.91  -0.29  0.97
C  -7.12  0.56  -2.67
C  -4.40  2.48  4.71
C  2.14  -1.20  3.57
C  3.89  3.93  -1.08
C  -4.95  0.89  1.38
C  -1.28  -3.29  -3.99
C  2.01  3.73  2.45
C  3.48  -2.22  5.67
C  6.07  2.28  -1.24
C  3.46  -3.68  -1.42
C  4.81  1.62  -1.18
C  1.77  2.51  1.78
C  2.24  -0.10  -4.94
C  -3.13  1.25  2.92
C  -5.53  -1.07  -1.57
C  6.23  3.65  -1.18
C  -0.50  3.30  1.41
C  -0.28  -2.85  -5.05
C  -4.33  0.08  4.78
C  -6.45  2.79  -3.25
H  -6.68  3.77  -3.62
H  5.06  -3.62  2.21
H  1.42  1.10  -3.36
H  4.18  -4.46  -1.74
H  -2.98  2.27  2.53
H  -0.02  -4.75  -3.05
H  6.13  -0.21  -2.46
H  -5.58  1.35  2.15
H  -0.82  -2.40  -5.91
H  -1.47  3.16  0.94
H  -1.02  5.23  2.25
H  2.47  0.80  -5.52
H  -8.46  2.02  -3.51
H  -6.61  0.16  0.29
H  0.73  -2.74  -1.41
H  3.09  0.60  -3.11
H  1.25  5.57  3.21
H  0.30  -3.71  -5.43
H  3.61  -4.16  1.34
H  -1.17  -3.94  -1.95
H  -5.61  3.42  6.22
H  -6.31  1.31  7.23
H  1.00  -1.08  -6.41
H  3.01  3.88  2.84
H  -4.73  1.64  0.59
H  2.86  -3.37  -2.27
H  -4.84  -1.66  -2.18
H  -6.45  -1.63  -1.40
H  6.35  -0.68  -0.77
H  5.82  -2.63  -2.24
H  -6.00  -0.98  1.50
H  -1.91  -4.09  -4.37
H  -4.00  -0.84  4.30
H  -7.89  -0.20  -2.61
H  5.73  -2.18  0.49
H  -4.39  3.28  -2.82
H  5.66  -3.85  -0.11
H  0.12  0.04  -5.33
H  -4.12  3.41  4.22
H  3.04  -0.82  -5.10
H  -1.91  -2.45  -3.70
H  -2.14  0.82  3.11
H  4.36  -1.79  -2.78
H  -3.86  1.04  -1.89
H  -5.50  -0.86  6.32
H  2.78  -4.07  -0.67

Values from the calculation:
* orbital gap (alpha / beta): 5.5 / 5.5 eV
* HOMO energy (alpha / beta): -1.65 / -1.65 eV
* molecular weight: 1216.438 g/mol
* lowest unoccupied orbital energy (alpha / beta): 3.88 / 3.88 eV
* energy above the lowest of the compared OMol25 structures with the same formula, charge and spin: 0.0 kJ/mol
* charge: -2
* 2S+1: 4

Atomic partial charges in e from the Mulliken method, atoms 1 to 2:
1. Nd 0.63
2. S 0.01

(4)
Below is C35H51NP2Yb as an isolated structure at a distorted geometry, with properties calculated with the ωB97M-V functional and the def2-TZVPD basis.

CARTESIAN COORDINATES (ANGSTROEM)
Yb  -0.56  -0.40  0.32
P  -0.08  2.01  -0.63
P  2.07  -0.58  0.42
N  -2.70  -1.88  0.40
C  -1.60  -1.50  -1.74
C  -2.74  -1.33  -0.90
C  2.35  2.75  -2.71
C  1.27  -1.22  3.85
C  1.26  0.55  -0.91
C  -1.76  2.73  2.61
C  -1.26  1.37  2.88
C  -1.66  -1.07  -3.06
C  -2.83  -0.47  -3.55
C  -5.16  -4.17  1.98
C  3.43  0.82  -3.99
C  1.17  1.97  3.48
C  2.50  -2.15  -0.39
C  -3.53  0.17  2.79
C  -3.51  -2.98  0.63
C  0.75  3.51  -0.08
C  4.76  2.59  -1.97
C  0.10  -0.39  3.46
C  -3.62  -4.02  -0.34
C  -1.64  -2.27  3.64
C  3.30  2.83  -1.75
C  -2.06  0.20  2.96
C  3.46  0.39  1.03
C  -4.29  -3.10  1.81
C  4.22  0.08  -1.77
C  3.33  -0.02  -2.78
C  0.07  1.01  3.24
C  -3.92  -0.25  -2.70
C  2.45  2.01  -4.01
C  -4.50  -5.08  -0.15
C  -3.87  -0.63  -1.37
C  5.25  1.17  -1.62
C  -5.28  -5.16  1.01
C  -0.72  2.26  -2.30
C  -1.22  -0.88  3.33
H  -1.54  1.56  -2.51
H  -4.83  0.22  -3.08
H  1.27  -2.18  3.32
H  -1.12  3.28  -2.35
H  -1.70  -2.87  2.73
H  -2.49  2.73  1.79
H  4.45  1.19  -4.16
H  -0.95  3.42  2.34
H  3.17  0.87  1.96
H  -4.58  -5.84  -0.93
H  -3.96  1.18  2.83
H  0.04  4.04  0.57
H  1.65  3.28  0.50
H  0.96  -0.02  -1.81
H  2.12  1.46  3.62
H  2.76  2.74  -4.78
H  1.62  -2.64  -0.85
H  -5.76  -4.22  2.90
H  5.64  1.17  -0.59
H  -4.71  -0.48  -0.68
H  -5.97  -6.00  1.15
H  1.00  4.16  -0.93
H  2.22  -0.71  3.62
H  3.09  3.38  -0.83
H  1.26  -1.44  4.93
H  -4.22  -2.30  2.55
H  -0.80  -1.23  -3.71
H  1.27  2.69  2.66
H  3.21  0.20  -4.87
H  -3.79  -0.27  1.82
H  5.06  2.85  -2.99
H  3.75  1.16  0.31
H  -2.89  -0.18  -4.60
H  -3.01  -3.95  -1.24
H  0.98  2.55  4.40
H  2.64  -0.86  -2.83
H  1.54  3.49  -2.70
H  5.30  3.29  -1.33
H  -4.02  -0.43  3.58
H  -0.75  -2.10  -1.35
H  4.49  -0.77  -1.14
H  -0.92  -2.76  4.31
H  1.46  1.65  -4.34
H  3.28  -2.08  -1.16
H  4.29  -0.29  1.22
H  -2.62  -2.30  4.12
H  6.12  0.93  -2.25
H  2.11  1.14  -1.18
H  -2.27  3.16  3.49
H  2.86  -2.82  0.40
H  0.06  2.11  -3.05

Values from the calculation:
* orbital gap (alpha / beta): 6.3 / 5.2 eV
* HOMO energy (alpha / beta): -9.14 / -9.09 eV
* molecular weight: 720.788 g/mol
* lowest unoccupied orbital energy (alpha / beta): -2.84 / -3.90 eV
* charge: +1
* 2S+1: 2

Atomic partial charges in e from the Mulliken method, atoms 1 to 2:
1. Yb -0.80
2. P 1.18